C9H27ClMgN7O5 | wB97M-V/def2-TZVPD

```
50
Properties=species:S:1:pos:R:3:nbo_charge:R:1
Mg -1.83239 0.45859 -0.20644 1.78
Cl -0.55249 -0.80755 -1.55809 -0.84
C -0.78772 -3.72235 -4.35373 0.77
O -1.02857 -4.58111 -5.18564 -0.64
N 0.36972 -3.66300 -3.64855 -0.85
N -1.69122 -2.72598 -4.07962 -0.86
H 1.05544 -4.39281 -3.67740 0.41
H 0.54847 -2.93468 -2.98455 0.37
H -1.50571 -2.05084 -3.35114 0.37
H -2.59286 -2.66711 -4.50831 0.41
C 2.33271 0.24207 -4.28134 0.77
O 3.07927 0.61594 -5.17024 -0.63
N 0.98412 0.41116 -4.27675 -0.86
N 2.84332 -0.30162 -3.12027 -0.86
H 0.49768 0.85837 -5.02811 0.42
H 0.50197 0.09383 -3.45317 0.38
H 2.22509 -0.56411 -2.37321 0.37
H 3.81538 -0.48841 -2.97530 0.41
C 0.29976 -2.82888 2.28930 0.79
O -0.40014 -1.99003 2.84296 -0.71
N 0.38813 -2.91295 0.92427 -0.86
N 1.14777 -3.66496 2.95305 -0.83
H 0.12025 -2.16447 0.31602 0.40
H 0.88758 -3.64446 0.44932 0.40
H 1.83157 -4.25675 2.52627 0.40
H 1.09471 -3.62126 3.95625 0.41
C 0.13703 3.08126 4.89393 -0.26
O -0.47021 2.98674 3.60034 -0.56
C -1.77777 2.47037 3.62990 -0.09
C -2.12181 2.00493 2.23066 -0.27
N -1.45460 0.74097 1.75542 -0.80
C 0.03308 0.73647 1.77191 -0.28
C 0.50976 1.81270 0.76875 -0.09
O -0.50720 1.91052 -0.25378 -0.69
C -0.21225 2.74873 -1.37959 -0.27
H 1.13749 3.47944 4.74628 0.21
H 0.31775 2.07407 5.28518 0.18
H -0.49767 3.68214 5.54003 0.19
H -2.51190 3.22992 3.92525 0.20
H -1.85210 1.66590 4.37509 0.18
H -2.14226 2.87803 1.57441 0.22
H -3.17736 1.70269 2.19677 0.21
H -1.73920 0.13252 2.52444 0.44
H 0.49150 -0.22837 1.57352 0.25
H 0.40989 1.06580 2.73764 0.24
H 1.42780 1.57877 0.22760 0.21
H 0.69946 2.72349 1.33999 0.22
H -0.59553 2.23043 -2.25920 0.21
H 0.85573 2.83811 -1.59552 0.22
H -0.59150 3.75777 -1.23459 0.21
```

* charge: +1
* E_tot: -1778.8348 Eh
* frontier orbital gap: 6.504 eV